# 1
{
  "formula": "C23H33N5O2",
  "method": "ωB97M-V/def2-TZVPD",
  "species": ["C", "C", "C", "H", "H", "C", "N", "C", "N", "C", "C", "C", "C", "C", "C", "N", "C", "C", "C", "N", "H", "C", "O", "N", "H", "C", "C", "C", "O", "C", "H", "H", "H", "H", "H", "H", "H", "H", "H", "H", "H", "H", "H", "C", "H", "C", "C", "C", "H", "H", "H", "H", "H", "H", "H", "H", "H", "H", "H", "H", "H", "H", "H"],
  "coordinates": [[0.621, 4.370, -0.073], [-0.414, 4.327, 1.206], [-1.068, 2.867, 1.382], [-1.334, 2.591, 0.400], [-1.854, 3.264, 2.031], [0.191, 2.046, 1.898], [-0.233, 0.690, 2.117], [-0.591, -0.167, 0.977], [-1.698, -0.778, 0.683], [-1.725, -1.614, -0.244], [-2.974, -2.417, -0.763], [-3.094, -3.020, -1.921], [-1.939, -3.017, -2.521], [-0.716, -2.749, -2.293], [-0.677, -1.782, -1.161], [0.757, -1.391, -0.756], [0.770, -0.506, 0.425], [2.190, -0.225, 0.751], [2.747, -1.506, 0.826], [3.611, -2.473, 0.841], [2.052, 0.323, 1.648], [2.802, 0.586, -0.447], [2.891, 1.762, -0.152], [2.977, -0.019, -1.550], [2.178, -0.838, -1.751], [3.005, 0.785, -2.696], [1.852, 1.030, -3.505], [0.592, 1.589, -2.953], [-0.336, 1.854, -3.683], [-1.256, 0.720, -3.627], [-0.947, -0.167, -4.287], [-2.294, 1.138, -4.261], [-1.582, 0.351, -2.666], [1.112, 2.844, -2.699], [0.497, 1.321, -1.924], [1.942, 1.148, -4.609], [1.273, -0.050, -3.802], [4.057, 0.151, -3.249], [3.402, 1.783, -2.517], [0.251, -2.927, -3.028], [-1.892, -3.870, -3.332], [-3.738, -3.641, -2.112], [-3.703, -2.052, -0.041], [-1.477, 0.690, 3.049], [-1.525, 1.441, 3.567], [-1.582, -0.704, 3.975], [-2.579, -0.724, 5.014], [-2.556, -2.008, 5.858], [-1.754, -2.214, 6.121], [-3.291, -2.132, 6.295], [-2.797, -2.939, 4.991], [-2.559, 0.061, 5.555], [-3.781, -0.701, 4.505], [-1.570, -1.569, 3.259], [-0.480, -0.851, 4.453], [-2.423, 0.440, 2.536], [0.409, 2.454, 2.852], [1.025, 1.940, 1.166], [-1.198, 4.968, 0.918], [0.371, 4.475, 2.179], [-0.041, 4.251, -0.979], [1.480, 3.705, 0.033], [0.881, 5.459, -0.239]],
  "lumo_ev": -0.9914,
  "relative_energy_kj_mol": 2256.75,
  "orbital_gap_ev": 7.7,
  "charge": 0,
  "homo_energy_ev": -8.65
}

# 2
{
  "formula": "C23H33N7Re",
  "method": "ωB97M-V/def2-TZVPD",
  "species": ["Re", "C", "C", "C", "C", "C", "C", "C", "N", "N", "C", "C", "C", "C", "C", "C", "N", "C", "C", "C", "C", "C", "C", "N", "H", "H", "H", "H", "H", "H", "H", "H", "H", "H", "H", "H", "H", "H", "H", "H", "H", "H", "H", "H", "N", "C", "C", "N", "C", "C", "N", "H", "H", "H", "H", "H", "H", "H", "H", "H", "H", "H", "H", "H"],
  "coordinates": [[0.071, 0.027, 0.286], [-2.857, -0.549, -0.696], [-2.251, -0.462, -2.099], [-1.077, -1.390, -2.284], [-1.035, -2.189, -3.426], [-0.049, -3.150, -3.571], [0.884, -3.289, -2.550], [0.816, -2.433, -1.468], [-0.126, -1.485, -1.336], [-2.146, 0.260, 0.314], [-2.586, -0.166, 1.674], [-1.801, -1.340, 2.186], [-2.322, -2.208, 3.138], [-1.538, -3.244, 3.624], [-0.247, -3.383, 3.126], [0.199, -2.485, 2.177], [-0.541, -1.462, 1.722], [-2.496, 1.684, 0.153], [-1.591, 2.536, 1.001], [-2.005, 3.792, 1.422], [-1.177, 4.535, 2.248], [0.039, 3.986, 2.631], [0.400, 2.737, 2.150], [-0.389, 2.022, 1.340], [-2.843, -1.593, -0.371], [-3.903, -0.224, -0.741], [-1.994, 0.564, -2.374], [-3.025, -0.767, -2.805], [-1.781, -2.048, -4.192], [-0.025, -3.789, -4.443], [1.649, -4.049, -2.588], [1.530, -2.523, -0.661], [-3.657, -0.394, 1.678], [-2.436, 0.661, 2.379], [-3.335, -2.082, 3.490], [-1.922, -3.930, 4.366], [0.401, -4.175, 3.470], [1.195, -2.601, 1.776], [-3.541, 1.854, 0.442], [-2.414, 1.973, -0.900], [-2.965, 4.177, 1.113], [-1.478, 5.516, 2.587], [0.703, 4.513, 3.298], [1.351, 2.308, 2.432], [2.237, -0.190, 1.043], [3.425, 0.576, 0.588], [4.009, -0.057, -0.679], [3.056, -0.237, -1.745], [2.669, 0.824, -2.634], [1.885, 1.966, -1.993], [0.563, 1.529, -1.459], [2.129, 0.007, 2.045], [2.508, -1.179, 1.000], [4.208, 0.547, 1.356], [3.150, 1.621, 0.440], [4.426, -1.037, -0.427], [4.852, 0.574, -1.001], [3.224, -1.096, -2.259], [2.086, 0.382, -3.447], [3.560, 1.277, -3.104], [1.719, 2.712, -2.778], [2.453, 2.459, -1.206], [0.057, 1.187, -2.281], [0.096, 2.397, -1.179]],
  "multiplicity": 2,
  "lumo_ev": [-15.7869, -15.4111],
  "relative_energy_kj_mol": 46.15,
  "orbital_gap_ev": [4.9, 5.1],
  "s2": 0.758,
  "charge": 4,
  "homo_energy_ev": [-20.67, -20.50]
}

# 3
{
  "formula": "C23H33N9STi",
  "method": "ωB97M-V/def2-TZVPD",
  "species": ["Ti", "C", "C", "N", "C", "C", "N", "C", "C", "N", "C", "C", "N", "C", "C", "C", "C", "C", "C", "C", "N", "H", "H", "H", "H", "H", "H", "H", "H", "H", "H", "H", "H", "H", "H", "H", "H", "H", "H", "H", "H", "H", "H", "H", "C", "C", "N", "N", "C", "N", "S", "C", "C", "C", "C", "C", "N", "H", "H", "H", "H", "H", "H", "H", "H", "H", "H"],
  "coordinates": [[-0.215, -0.151, 0.166], [-0.626, 4.241, -0.025], [-0.288, 2.803, -0.230], [-0.280, 1.914, 0.729], [-0.691, 2.345, 2.046], [-0.535, 1.188, 3.030], [-0.731, -0.111, 2.368], [-0.032, -1.136, 3.149], [1.449, -1.152, 2.716], [1.647, -0.392, 1.468], [2.770, -0.940, 0.696], [2.170, -2.015, -0.223], [1.154, -1.266, -0.920], [1.261, -1.016, -2.204], [2.004, -1.843, -3.202], [0.703, 0.260, -2.561], [0.761, 0.890, -3.807], [0.484, 2.246, -3.884], [0.172, 2.955, -2.732], [0.045, 2.263, -1.523], [0.264, 0.929, -1.458], [0.061, 4.706, 0.684], [-1.631, 4.340, 0.388], [-0.581, 4.797, -0.953], [-1.733, 2.693, 2.016], [-0.090, 3.200, 2.384], [-1.228, 1.313, 3.871], [0.476, 1.209, 3.445], [-1.727, -0.333, 2.346], [-0.486, -2.112, 2.974], [-0.114, -0.928, 4.224], [1.747, -2.187, 2.544], [2.090, -0.748, 3.508], [1.863, 0.575, 1.711], [3.559, -1.343, 1.340], [3.196, -0.149, 0.066], [1.733, -2.824, 0.371], [2.930, -2.431, -0.890], [2.088, -2.877, -2.879], [3.007, -1.446, -3.362], [1.493, -1.819, -4.162], [1.067, 0.350, -4.689], [0.546, 2.755, -4.831], [0.049, 4.024, -2.780], [-2.616, -0.238, -3.270], [-2.317, -0.115, -1.807], [-1.606, -1.005, -1.127], [-1.437, -2.260, -1.665], [-1.260, -3.285, -0.799], [-1.391, -4.544, -1.222], [-0.824, -2.903, 0.765], [-2.968, 0.868, -0.990], [-3.923, 1.769, -1.493], [-4.705, 2.486, -0.614], [-4.546, 2.267, 0.751], [-3.549, 1.396, 1.165], [-2.742, 0.738, 0.344], [-3.597, -0.687, -3.436], [-2.622, 0.746, -3.731], [-1.861, -0.827, -3.787], [-1.834, -2.440, -2.586], [-1.775, -4.783, -2.121], [-1.269, -5.291, -0.556], [-4.063, 1.879, -2.555], [-5.444, 3.181, -0.978], [-5.176, 2.759, 1.473], [-3.413, 1.211, 2.224]],
  "lumo_ev": [-6.5759, -6.6916],
  "orbital_gap_ev": [5.1, 4.9],
  "charge": 2,
  "homo_energy_ev": [-11.64, -11.55]
}

# 4
{
  "formula": "C23H34As3Br4ClI2N2O9Sn",
  "method": "ωB97M-V/def2-TZVPD",
  "species": ["Sn", "C", "As", "C", "C", "C", "C", "C", "As", "C", "C", "C", "As", "C", "C", "H", "H", "H", "H", "H", "H", "H", "H", "H", "H", "H", "H", "H", "H", "H", "H", "H", "H", "H", "H", "H", "H", "H", "H", "H", "H", "H", "O", "Cl", "O", "O", "O", "Br", "C", "C", "Br", "C", "Br", "C", "O", "C", "O", "C", "Br", "C", "C", "C", "C", "N", "C", "C", "H", "H", "H", "H", "H", "H", "H", "O", "N", "O", "O", "I", "I"],
  "coordinates": [[-2.177, -1.290, 0.557], [1.343, -1.528, 2.939], [0.956, -0.906, 1.119], [2.126, -2.216, 0.215], [2.324, 0.564, 1.070], [1.878, 1.988, 1.426], [1.104, 1.962, 2.737], [1.047, 2.605, 0.298], [-0.800, 1.910, -0.074], [-0.969, 2.945, -1.769], [-1.758, 3.256, 0.985], [3.172, 2.812, 1.591], [3.304, 4.709, 2.232], [3.197, 4.404, 4.187], [1.543, 5.602, 2.070], [0.823, -0.907, 3.665], [2.418, -1.509, 3.140], [0.975, -2.547, 3.046], [3.141, -2.207, 0.615], [2.161, -2.028, -0.857], [1.703, -3.208, 0.357], [2.779, 0.561, 0.072], [3.110, 0.262, 1.770], [0.228, 1.327, 2.641], [0.763, 2.961, 3.006], [1.733, 1.572, 3.540], [1.616, 2.526, -0.638], [0.924, 3.674, 0.496], [-0.549, 3.948, -1.666], [-2.021, 3.030, -2.048], [-0.455, 2.431, -2.580], [-1.319, 4.249, 0.865], [-1.753, 2.983, 2.037], [-2.797, 3.288, 0.661], [3.700, 2.805, 0.626], [3.830, 2.286, 2.296], [3.978, 3.712, 4.502], [2.233, 4.001, 4.483], [3.354, 5.348, 4.712], [1.345, 5.887, 1.037], [1.590, 6.517, 2.664], [0.720, 4.996, 2.437], [-3.552, -0.670, 2.966], [-3.012, 0.582, 2.621], [-3.380, 1.577, 3.539], [-3.480, 0.915, 1.318], [-1.596, 0.490, 2.553], [-1.699, -7.766, -2.414], [-2.429, -6.119, -1.855], [-3.795, -5.979, -1.705], [-4.948, -7.425, -2.078], [-4.313, -4.759, -1.290], [-6.176, -4.565, -1.050], [-3.500, -3.686, -0.984], [-3.995, -2.577, -0.474], [-2.097, -3.811, -1.165], [-1.315, -2.824, -0.930], [-1.608, -5.038, -1.597], [0.267, -5.136, -1.745], [2.289, -0.846, -5.921], [1.426, -0.767, -4.699], [1.805, -0.047, -3.574], [0.937, 0.024, -2.497], [-0.259, -0.541, -2.477], [-0.601, -1.264, -3.530], [0.199, -1.416, -4.649], [3.193, -0.251, -5.802], [1.736, -0.480, -6.787], [2.571, -1.880, -6.116], [2.756, 0.466, -3.541], [1.211, 0.575, -1.606], [-1.566, -1.746, -3.496], [-0.134, -2.014, -5.484], [-2.710, -4.344, 1.519], [-1.835, -4.044, 2.329], [-1.513, -4.789, 3.233], [-1.245, -2.953, 2.193], [-3.756, -0.775, -1.615], [-4.402, 1.108, -3.651]],
  "lumo_ev": 3.7996,
  "relative_energy_kj_mol": 554.74,
  "orbital_gap_ev": 6.3,
  "charge": -2,
  "homo_energy_ev": -2.54
}